Entry from the OMol25 dataset: a 4-piece molecular cluster, C23H27N4O13PS overall at a distorted geometry (ωB97M-V/def2-TZVPD).

2S+1: 1
SMILES: NP(O)[C@]1(O)CS(=O)(=O)OC[C@H]1COO.O=[N+]([O-])c1ccccc1.O=[N+]([O-])c1ccccc1.O=[N+]([O-])c1ccccc1
total charge: 0
frontier orbital gap: 8.17 eV
E_tot: -2828.930581 Eh

Atoms and positions in Å:
N (4.981714, -1.370791, -3.241109)
P (4.077088, -0.184935, -2.412707)
O (4.828409, 1.225308, -2.828671)
C (2.395595, -0.171614, -3.341360)
O (2.436825, -1.322184, -4.171858)
C (2.227325, 1.059820, -4.255132)
S (0.780608, 2.093320, -4.025981)
O (1.205100, 3.425961, -4.203663)
O (-0.232056, 1.699776, -4.946864)
O (0.221584, 1.913908, -2.566166)
C (0.957735, 1.041393, -1.675460)
C (1.342617, -0.293222, -2.241741)
C (0.183164, -1.189345, -2.571132)
O (-0.883641, -0.501939, -3.194935)
O (-1.239102, -1.212476, -4.368986)
H (5.733130, -0.946462, -3.772546)
H (5.429324, -1.967029, -2.558804)
H (5.018750, 1.240955, -3.779731)
H (1.626829, -1.321923, -4.699806)
H (2.127301, 0.725341, -5.267339)
H (3.060766, 1.740274, -4.234696)
H (0.299889, 0.833759, -0.857358)
H (1.802765, 1.556027, -1.247374)
H (1.838640, -0.779517, -1.417052)
H (0.454802, -2.036585, -3.173963)
H (-0.193368, -1.589908, -1.640632)
H (-0.977314, -0.578756, -5.053448)
O (1.795456, -1.073090, 2.595958)
N (0.872140, -0.504854, 2.058778)
O (0.884102, -0.121136, 0.897156)
C (-0.340028, -0.255090, 2.848235)
C (-0.368472, -0.646938, 4.173336)
C (-1.502397, -0.394094, 4.924333)
C (-2.590656, 0.241266, 4.340517)
C (-2.549395, 0.620497, 3.005326)
C (-1.417028, 0.372896, 2.250267)
H (0.480218, -1.141338, 4.621814)
H (-1.534831, -0.690846, 5.961814)
H (-3.474648, 0.443163, 4.930096)
H (-3.398852, 1.112551, 2.553104)
H (-1.381482, 0.669103, 1.213074)
O (-0.027118, -2.788406, 7.749317)
N (0.334715, -1.645663, 7.935548)
O (-0.325032, -0.660091, 7.651571)
C (1.658409, -1.431514, 8.535152)
C (2.444414, -2.527778, 8.833696)
C (3.698964, -2.321349, 9.379721)
C (4.148287, -1.030843, 9.622173)
C (3.341212, 0.057727, 9.323305)
C (2.086173, -0.139772, 8.774844)
H (2.091134, -3.529621, 8.643642)
H (4.328173, -3.167954, 9.614112)
H (5.131303, -0.872950, 10.044511)
H (3.691507, 1.061796, 9.515014)
H (1.456389, 0.704100, 8.538458)
O (-7.577132, 1.089896, -7.494797)
N (-6.428381, 1.447426, -7.672060)
O (-6.006473, 1.925086, -8.707157)
C (-5.482950, 1.288361, -6.556881)
C (-5.924560, 0.716730, -5.379029)
C (-5.027548, 0.552911, -4.337914)
C (-3.707733, 0.960144, -4.482541)
C (-3.281132, 1.536385, -5.670653)
C (-4.175102, 1.705351, -6.716606)
H (-6.950805, 0.401376, -5.269501)
H (-5.357465, 0.104059, -3.411425)
H (-3.009344, 0.828670, -3.669288)
H (-2.259310, 1.859722, -5.776516)
H (-3.849201, 2.154958, -7.641991)

Cartesian forces, eV/Å:
N 0.2 0.5 0.1
P 0.1 -0.1 1.2
O -0.3 -0.4 -0.6
C 0.7 0.2 -1.1
O -0.2 -0.1 -0.1
C -0.5 -0.2 1.0
S -0.2 0.5 -0.7
O 0.8 1.5 0.4
O -0.7 -1.2 -0.4
O 0.7 -0.4 -0.2
C -0.5 -0.2 0.4
C 0.4 0.0 -0.6
C -0.6 -0.1 0.5
O -0.2 0.2 0.0
O 0.0 -0.2 -0.4
H 0.0 -0.2 -0.4
H -0.1 -0.2 0.0
H 0.1 0.3 0.1
H 0.0 -0.2 0.0
H -0.2 -0.2 -0.6
H 0.2 0.4 0.3
H -0.5 0.3 0.2
H 0.5 0.4 -0.1
H 0.2 -0.3 0.5
H 0.2 -0.3 -0.2
H -0.2 -0.2 0.5
H -0.1 0.3 -0.1
O 0.0 0.0 0.0
N 0.0 0.0 -0.1
O 0.0 -0.2 0.4
C -0.1 0.1 0.1
C 0.1 -0.1 0.2
C -0.3 0.0 -0.1
C 0.0 0.0 -0.1
C 0.0 0.0 0.1
C -0.1 0.1 -0.2
H 0.1 0.0 -0.1
H 0.0 0.0 -0.1
H 0.0 0.0 0.0
H 0.0 0.0 0.0
H 0.1 0.0 0.0
O 0.0 0.0 0.0
N -0.1 0.0 0.0
O 0.2 -0.1 0.3
C 0.1 0.0 0.0
C 0.0 -0.3 0.0
C 0.0 0.1 0.0
C 0.0 0.0 0.0
C 0.1 -0.1 0.0
C 0.0 0.3 0.0
H -0.1 0.0 -0.1
H 0.0 0.0 0.0
H 0.0 0.0 0.0
H 0.0 0.0 0.0
H -0.1 -0.1 -0.1
O 0.1 0.0 0.0
N -0.1 0.0 -0.1
O 0.0 0.0 0.0
C 0.1 0.0 0.1
C -0.2 -0.1 0.2
C 0.1 0.0 0.0
C 0.0 0.0 0.0
C -0.2 0.0 0.0
C 0.2 0.0 -0.1
H 0.0 0.0 -0.1
H 0.0 0.0 0.0
H 0.1 0.0 0.0
H 0.1 0.0 0.0
H -0.1 0.0 -0.1



Entry from the OMol25 dataset: a 2-piece molecular cluster, C3H7NO3 overall at a distorted geometry (ωB97M-V/def2-TZVPD).

2S+1: 1
total charge: 0
frontier orbital gap: 9.39 eV
E_tot: -398.759269 Eh

Atoms and positions in Å:
C (-2.221185, -0.121862, -0.045433)
C (0.069580, -0.766953, 0.051363)
C (1.354374, 1.219457, -0.119892)
H (-2.789678, -0.286189, 1.044346)
H (-2.825714, 0.881548, -0.384371)
H (-2.059488, -0.991272, -0.628326)
H (0.366122, 1.650511, -0.664567)
H (2.492104, 1.479976, -0.393693)
H (1.325763, 1.601016, 1.012071)
H (1.835343, -1.985055, -0.420879)
N (1.209268, -0.199694, -0.171118)
O (-0.800732, 0.420553, 0.390670)
O (-0.178976, -1.979863, -0.018607)
O (2.223220, -0.922169, 0.348434)

Cartesian forces, eV/Å:
C -1.3 5.0 5.0
C -3.5 1.2 0.9
C 0.9 2.7 1.4
H 1.5 -0.3 -3.0
H 1.7 -2.9 -0.1
H -0.5 -0.5 -0.7
H 3.4 -0.5 0.9
H -2.9 -0.5 -0.2
H -0.3 -0.7 -2.2
H 2.0 3.5 3.6
N 0.9 1.8 0.0
O -2.8 -5.7 -2.2
O 0.2 2.5 0.3
O 0.6 -5.7 -3.7



Entry from the OMol25 dataset: a 3-piece molecular cluster, C5H15NO2 overall at a distorted geometry (ωB97M-V/def2-TZVPD).

2S+1: 2
total charge: +1
<S²>: 0.765
frontier orbital gap (alpha / beta): 9.96 / 6.27 eV
E_tot: -404.387124 Eh

Atoms and positions in Å:
C (-1.205131, 1.910491, 1.255703)
C (-1.308961, 0.413697, 0.862426)
C (-1.405586, 0.286612, -0.773174)
C (-0.492888, 1.035986, -1.601424)
C (-0.862142, 2.275564, -1.981073)
N (0.772504, 0.625907, -2.018068)
H (-2.139742, 2.336146, 1.839167)
H (-1.104279, 2.489023, 0.326673)
H (-0.263953, 2.112148, 1.828045)
H (-0.375891, -0.236644, 1.073200)
H (-2.189515, -0.042277, 1.257986)
H (-1.253489, -0.753430, -0.795085)
H (-2.465307, 0.366418, -0.884468)
H (-1.916683, 2.608919, -1.828344)
H (-0.287460, 2.973347, -2.373201)
H (1.271781, -0.167985, -1.655393)
H (1.325725, 1.406055, -2.459488)
H (2.786954, -2.198457, -2.070915)
H (2.321427, -2.578972, -3.470166)
O (2.002101, -2.274761, -2.612095)
H (0.928244, -3.570374, 6.136172)
H (1.608104, -3.224099, 4.959829)
O (1.497250, -2.904648, 5.820559)

Cartesian forces, eV/Å:
C -0.5 0.5 1.2
C 2.6 0.7 -1.5
C -0.5 -1.8 2.9
C 2.9 -2.0 -0.4
C -4.7 0.1 1.0
N -2.0 2.8 0.7
H 2.0 -1.0 -1.1
H -0.2 0.2 0.5
H -1.0 -0.1 -0.2
H -1.5 1.3 0.4
H -0.4 -0.5 0.2
H 0.5 -1.5 -0.9
H -0.5 1.0 -1.2
H 1.0 -0.5 0.0
H 3.0 2.9 -2.0
H -0.1 -0.6 -0.2
H -0.6 -1.6 0.5
H 0.4 -0.2 0.1
H -0.1 0.0 0.1
O -0.2 0.4 -0.1
H -1.2 -1.1 1.3
H 0.7 -0.3 -2.3
O 0.5 1.4 1.0